Entry 1:
Computed, not measured: C16H21N4O2RhS4 as an isolated structure in a non-equilibrium geometry, with wB97M-V/def2-TZVPD.

Kohn-Sham gap (alpha / beta), eV: 8.24 / 4.89
Highest occupied orbital energy (alpha / beta), eV: -14.118 / -14.276
LUMO (alpha / beta), eV: -5.877 / -9.389
⟨S²⟩: 6.05
Maximum force, eV/Å: 2.46

```
! RIJCOSX wB97M-V def2-TZVPD def2/J DEFGRID3
* xyz 2 5
Rh 0.42 0.97 0.46
C 4.09 1.78 -0.05
C 4.07 0.77 1.09
S 2.43 0.05 1.46
C 2.03 0.69 3.12
C 1.82 2.19 3.20
S 0.33 2.72 2.25
C 0.96 4.05 1.16
C 1.82 3.52 0.02
S 3.59 3.46 0.46
H 3.47 1.47 -0.89
H 5.11 1.89 -0.41
H 4.46 1.20 2.01
H 4.70 -0.08 0.83
H 2.82 0.38 3.80
H 1.12 0.15 3.39
H 2.67 2.75 2.83
H 1.64 2.48 4.24
H 1.48 4.79 1.77
H 0.05 4.51 0.77
H 1.72 4.13 -0.88
H 1.48 2.48 -0.24
N -3.16 -1.60 -5.16
C -2.95 -1.23 -3.90
C -3.82 -1.67 -2.87
C -3.63 -1.25 -1.59
C -2.55 -0.41 -1.29
C -1.65 0.01 -2.29
C -1.84 -0.39 -3.58
S -2.33 0.16 0.39
O -3.47 -0.17 1.16
O -1.88 1.55 0.31
N -0.94 -0.59 0.87
C -0.85 -1.95 0.89
N 0.28 -2.48 1.36
C 0.36 -3.80 1.46
C -0.69 -4.64 1.11
C -1.81 -4.00 0.59
N -1.88 -2.69 0.45
H -3.96 -2.17 -5.40
H -2.57 -1.28 -5.91
H -4.65 -2.32 -3.12
H -4.29 -1.55 -0.79
H -0.84 0.67 -2.04
H -1.17 -0.06 -4.37
H 1.30 -4.19 1.83
H -0.64 -5.71 1.22
H -2.68 -4.57 0.26
*
```

=====

Entry 2:
Computed, not measured: C16H21NO4 as an isolated structure in a non-equilibrium geometry, with wB97M-V/def2-TZVPD.

Kohn-Sham gap, eV: 8.52
Highest occupied orbital energy, eV: -7.749
LUMO, eV: 0.772
Maximum force, eV/Å: 19.54

```
! RIJCOSX wB97M-V def2-TZVPD def2/J DEFGRID3
* xyz 0 1
C -0.05 -3.29 -1.24
C 0.45 -2.74 0.03
H 0.26 -3.38 0.80
H 1.41 -2.48 0.03
O -0.39 -1.71 0.18
C -1.67 -1.74 0.94
O -2.20 -2.84 1.37
C -2.34 -0.30 0.94
H -2.98 -0.38 1.87
C -1.33 0.83 1.16
N -1.33 1.75 -0.09
C -2.61 2.34 -0.53
C -3.69 1.14 -0.29
C -3.23 -0.04 -0.11
H -4.10 -0.83 -0.21
H -2.76 -0.38 -0.94
H -4.15 1.40 0.83
H -4.49 1.41 -0.88
H -2.51 3.28 0.10
H -2.49 2.57 -1.37
C -0.14 2.38 -0.32
C 1.02 1.62 -0.14
C 1.25 0.71 -1.26
C 2.28 -0.21 -1.25
C 3.31 0.02 -0.70
C 3.29 0.80 0.57
C 2.14 1.44 0.68
H 2.09 2.50 1.45
O 4.22 0.64 1.51
C 5.14 -0.38 0.92
O 4.49 -0.75 -0.36
H 5.20 -1.17 1.46
H 6.12 0.11 0.60
H 2.42 -1.11 -2.24
H 0.43 0.46 -2.05
H -0.15 3.15 -1.13
H 0.01 3.12 0.42
H -1.73 1.59 2.22
H -0.39 0.59 1.47
H 0.39 -4.03 -1.46
H -1.06 -3.66 -1.15
H -0.09 -2.46 -1.85
*
```

=====

Entry 3:
Computed, not measured: one molecule with the formula C16H21NO5, with wB97M-V/def2-TZVPD.

Kohn-Sham gap, eV: 9.08
Highest occupied orbital energy, eV: -8.779
LUMO, eV: 0.305
SMILES string: CCC[C@@H](CCC(=O)Nc1ccc(C(=O)OC)cc1)C(=O)O
Maximum force, eV/Å: 0.72

```
! RIJCOSX wB97M-V def2-TZVPD def2/J DEFGRID3
* xyz 0 1
C -2.90 4.83 3.87
C -3.25 3.38 3.52
C -2.38 2.87 2.37
C -2.72 1.42 1.97
C -1.94 1.00 0.73
C -2.30 -0.41 0.27
C -1.41 -0.84 -0.88
O -1.78 -0.87 -2.03
N -0.14 -1.15 -0.46
C 0.97 -1.53 -1.21
C 0.93 -1.68 -2.60
C 2.07 -2.05 -3.28
C 3.26 -2.29 -2.60
C 4.51 -2.69 -3.29
O 5.56 -2.90 -2.73
O 4.35 -2.79 -4.62
C 5.51 -3.17 -5.35
C 3.30 -2.14 -1.21
C 2.16 -1.76 -0.52
C -2.40 0.52 3.14
O -3.21 0.00 3.87
O -1.08 0.34 3.31
H -3.06 5.47 3.01
H -1.86 4.91 4.17
H -3.52 5.18 4.69
H -3.10 2.75 4.40
H -4.30 3.32 3.24
H -1.33 2.93 2.64
H -2.54 3.51 1.49
H -3.79 1.34 1.79
H -2.15 1.70 -0.08
H -0.87 1.07 0.95
H -3.34 -0.43 -0.07
H -2.20 -1.12 1.10
H 0.03 -1.08 0.53
H 0.01 -1.50 -3.13
H 2.04 -2.17 -4.35
H 5.86 -4.15 -5.02
H 6.31 -2.44 -5.19
H 5.21 -3.20 -6.39
H 4.22 -2.32 -0.69
H 2.19 -1.65 0.55
H -0.92 -0.20 4.10
*
```

=====

Entry 4:
Computed, not measured: C16H22BClIrO2 as an isolated structure in a non-equilibrium geometry, with wB97M-V/def2-TZVPD.

Kohn-Sham gap (alpha / beta), eV: 3.07 / 3.29
Highest occupied orbital energy (alpha / beta), eV: -0.370 / -2.893
LUMO (alpha / beta), eV: 2.703 / 0.397
⟨S²⟩: 6.02
Maximum force, eV/Å: 4.75

```
! RIJCOSX wB97M-V def2-TZVPD def2/J DEFGRID3
* xyz -1 5
C 2.09 1.72 -2.24
C 2.75 0.49 -2.62
C 3.15 -0.19 -1.42
H 2.95 0.12 -3.64
C 2.75 0.61 -0.28
C 2.10 1.80 -0.79
H 1.71 2.61 -0.18
H 1.71 2.50 -2.89
H 3.71 -1.12 -1.37
H 2.98 0.40 0.77
Ir 0.92 0.16 -1.17
Cl -0.86 -1.22 -1.49
C 0.19 -4.04 -2.45
C 1.04 -4.30 -1.33
C 2.39 -4.25 -1.79
H 0.71 -4.54 -0.32
C 2.37 -3.96 -3.19
C 1.01 -3.84 -3.60
H 0.65 -3.65 -4.61
H -0.90 -4.01 -2.42
H 3.28 -4.43 -1.18
H 3.24 -3.88 -3.83
C -2.11 0.03 3.14
C -2.00 0.77 1.81
C -3.36 0.70 1.06
O -1.05 0.02 1.03
B -0.42 0.93 0.19
O -0.74 2.26 0.50
C -1.40 2.23 1.77
C -2.41 3.36 1.75
C -0.44 2.49 2.94
H -1.13 0.01 3.64
H -2.38 -1.01 2.94
H -2.85 0.50 3.82
H -3.61 -0.35 0.83
H -4.15 1.16 1.67
H -3.30 1.21 0.07
H -3.05 3.39 2.64
H -1.85 4.30 1.69
H -3.05 3.30 0.86
H 0.32 1.70 3.06
H 0.10 3.44 2.77
H -1.04 2.58 3.87
*
```

=====

Entry 5:
Computed, not measured: C16H22BF2IrN2O2Se2 as an isolated structure, with wB97M-V/def2-TZVPD.

Kohn-Sham gap (alpha / beta), eV: 7.85 / 6.52
Highest occupied orbital energy (alpha / beta), eV: -10.913 / -11.758
LUMO (alpha / beta), eV: -3.064 / -5.241
⟨S²⟩: 0.77
Maximum force, eV/Å: 0.73

```
! RIJCOSX wB97M-V def2-TZVPD def2/J DEFGRID3
* xyz 1 2
Ir -0.20 -0.17 0.52
C 2.39 -2.08 -2.33
C 1.38 -1.16 -1.71
O 1.12 -1.35 -0.50
C 0.79 -0.18 -2.57
C -0.22 0.73 -2.33
C -0.71 1.64 -3.40
N -0.78 0.82 -1.09
N -1.74 1.71 -0.93
C -2.13 1.79 0.36
O -1.61 1.08 1.28
C -3.20 2.73 0.70
C -3.58 2.88 2.04
C -4.59 3.76 2.37
C -5.22 4.50 1.38
C -4.85 4.36 0.05
C -3.84 3.48 -0.29
H 2.74 -2.80 -1.60
H 3.24 -1.49 -2.69
H 1.97 -2.59 -3.19
H 1.18 -0.18 -3.58
H -0.17 1.47 -4.33
H -0.59 2.68 -3.09
H -1.78 1.48 -3.57
H -3.08 2.30 2.80
H -4.89 3.88 3.40
H -6.01 5.19 1.64
H -5.34 4.94 -0.72
H -3.53 3.36 -1.32
C 1.79 -2.41 2.34
Se 0.36 -1.16 2.71
C -1.12 -2.43 2.95
C -1.46 -3.22 1.72
Se -2.18 -2.07 0.32
C -1.87 -3.28 -1.16
H 1.98 -3.00 3.23
H 2.66 -1.80 2.10
H 1.54 -3.04 1.49
H -1.95 -1.81 3.28
H -0.84 -3.08 3.78
H -2.21 -3.97 1.95
H -0.59 -3.73 1.30
H -2.47 -4.18 -1.00
H -0.82 -3.52 -1.24
H -2.21 -2.78 -2.07
F 2.41 0.95 1.37
B 1.19 1.23 0.89
F 1.03 2.50 0.50
*
```

=====

Entry 6:
Computed, not measured: a 3-piece molecular cluster, C16H22BNO11P overall, with wB97M-V/def2-TZVPD.

Kohn-Sham gap, eV: 3.58
Highest occupied orbital energy, eV: -3.329
LUMO, eV: 0.253
Maximum force, eV/Å: 0.90

```
! RIJCOSX wB97M-V def2-TZVPD def2/J DEFGRID3
* xyz -1 1
C -0.42 0.35 -0.90
N 0.97 0.12 -0.54
C 1.88 0.18 -1.69
B 1.19 -1.16 0.20
O 0.95 -2.34 -0.55
P 1.76 -1.11 2.08
O 0.16 -1.75 2.60
C 0.19 -3.13 2.84
C 1.53 -3.74 2.39
O 2.43 -2.74 2.00
H -0.97 -0.60 -1.03
H -0.49 0.90 -1.84
H -0.94 0.92 -0.12
H 2.34 1.17 -1.76
H 1.39 -0.06 -2.64
H 2.70 -0.53 -1.56
H 0.02 -2.46 -0.71
H 2.12 -1.04 3.48
H 1.24 0.24 2.10
H 3.05 -0.55 1.62
H -0.61 -3.61 2.27
H 0.02 -3.30 3.91
H 1.34 -4.35 1.50
H 1.96 -4.34 3.19
C -2.43 -1.49 -6.29
C -1.15 -1.10 -6.46
C -0.10 -1.30 -5.38
O 1.02 -0.92 -5.66
C -0.49 -1.90 -4.13
C -1.77 -2.28 -3.96
C -2.81 -2.11 -5.04
O -3.94 -2.50 -4.79
O -2.23 -2.84 -2.85
O -0.69 -0.53 -7.55
H -3.18 -1.35 -7.05
H 0.26 -2.02 -3.36
H -3.18 -3.01 -3.00
H 0.26 -0.37 -7.38
C 1.02 3.62 4.62
C 0.63 4.90 4.71
C -0.66 5.40 4.11
O -0.92 6.58 4.27
C -1.50 4.47 3.39
C -1.11 3.19 3.29
C 0.17 2.68 3.92
O 0.38 1.50 3.77
O -1.78 2.25 2.66
O 1.32 5.85 5.33
H 1.95 3.26 5.05
H -2.41 4.84 2.95
H -1.24 1.42 2.75
H 0.78 6.66 5.23
*
```